Model P:
{"formula": "C6H10N2O", "method": "ωB97M-V/def2-TZVPD", "elements": ["O", "N", "N", "C", "C", "C", "C", "C", "C", "H", "H", "H", "H", "H", "H", "H", "H", "H", "H"], "xyz": [[-2.91, -0.99, 0.15], [0.43, 0.79, 1.65], [-0.37, 1.47, -0.61], [2.05, -0.78, -0.63], [0.16, -0.59, 1.32], [0.79, -1.21, 0.26], [-1.13, 0.30, -0.89], [0.19, 1.60, 0.53], [-2.29, -0.04, 0.27], [-0.55, 2.31, -1.28], [-1.18, 0.19, -2.17], [0.24, 2.62, 0.97], [2.71, -1.57, -0.74], [2.94, 0.18, -0.08], [0.54, -2.15, 0.40], [-0.60, -1.46, 1.78], [-0.34, -0.68, -0.58], [1.46, -0.63, -1.58], [-2.14, 0.64, 1.22]], "mulliken_charge": [-0.37, -0.50, -0.05, -1.09, -0.22, -0.28, -0.29, -0.21, -0.01, 0.31, 0.31, 0.36, 0.46, 0.20, 0.67, 0.20, -0.08, 0.26, 0.33], "homo_lumo_gap_ev": 8.588, "lumo_energy_ev": 0.54, "multiplicity": 1}

***

Model Q:
{"formula": "C6H10N2O", "method": "ωB97M-V/def2-TZVPD", "elements": ["O", "N", "N", "C", "C", "C", "C", "C", "C", "H", "H", "H", "H", "H", "H", "H", "H", "H", "H"], "xyz": [[-1.38, -2.15, 1.09], [0.42, 2.20, 1.69], [-0.37, -1.03, -0.64], [1.30, 0.24, -0.50], [-0.82, -1.13, 0.76], [0.15, 1.08, 0.99], [-1.30, -0.48, -1.59], [-0.57, 0.05, 1.52], [1.05, -1.15, -0.93], [-2.29, -0.88, -1.37], [-1.35, 0.61, -1.49], [1.18, 1.01, -1.25], [2.17, 0.37, 0.13], [0.06, 2.33, 2.63], [1.20, -1.36, -1.99], [1.03, 2.90, 1.32], [-0.95, 0.05, 2.54], [1.50, -1.91, -0.30], [-1.02, -0.77, -2.61]], "mulliken_charge": [-0.61, -0.42, 0.08, -0.65, -0.01, 0.24, -0.88, -0.32, -0.38, 0.32, 0.32, 0.31, 0.45, 0.19, 0.27, 0.21, 0.33, 0.28, 0.27], "homo_lumo_gap_ev": 8.130, "lumo_energy_ev": 0.49, "multiplicity": 1}

***

Model R:
{"formula": "C6H10N2O", "method": "ωB97M-V/def2-TZVPD", "elements": ["O", "N", "N", "C", "C", "C", "C", "C", "C", "H", "H", "H", "H", "H", "H", "H", "H", "H", "H"], "xyz": [[-0.82, -2.02, -0.59], [2.32, 0.01, 1.00], [0.91, 1.23, -0.90], [1.35, -0.68, 0.47], [-0.77, -0.78, -0.54], [-0.85, -0.14, 1.26], [0.69, -0.20, -0.77], [-1.89, 0.04, -1.18], [-1.25, 0.08, 2.39], [2.51, 0.92, 0.58], [-1.84, 1.11, -0.96], [0.74, 1.54, -1.85], [2.73, -0.24, 1.89], [-1.63, 0.26, 3.37], [1.10, -1.66, 0.84], [0.27, 1.72, -0.29], [-2.84, -0.35, -0.82], [1.10, -0.73, -1.64], [-1.84, -0.11, -2.26]], "mulliken_charge": [-0.74, -0.21, -0.78, -0.42, 1.19, -0.47, -0.08, -1.45, -0.70, 0.27, 0.33, 0.27, 0.28, 0.47, 0.45, 0.27, 0.39, 0.55, 0.39], "homo_lumo_gap_ev": 8.114, "lumo_energy_ev": -0.01, "multiplicity": 1}

***

Energetically preferred structure: model Q | next structure: +17.1 kcal/mol

***

Model P:
{"formula": "C6H10N2O", "method": "ωB97M-V/def2-TZVPD", "elements": ["O", "N", "N", "C", "C", "C", "C", "C", "C", "H", "H", "H", "H", "H", "H", "H", "H", "H", "H"], "xyz": [[3.01, -0.08, -1.45], [-2.20, 0.17, 1.70], [-0.88, -0.50, -2.15], [0.38, -0.02, 0.00], [-0.42, -0.22, -1.06], [0.89, 1.35, 0.34], [0.53, -1.11, 1.03], [1.96, -0.61, -1.58], [-2.07, 0.45, 0.49], [0.58, 2.10, -0.39], [-0.15, -0.90, 1.86], [1.98, 1.32, 0.35], [0.29, -2.09, 0.63], [1.80, -1.46, -2.31], [1.55, -1.11, 1.41], [-1.89, -0.45, -2.26], [-2.81, 1.06, -0.08], [0.52, 1.63, 1.33], [-3.07, 0.47, 2.16]], "mulliken_charge": [-0.39, -0.48, -0.56, 0.78, 0.39, -1.41, -1.32, 0.00, -0.31, 0.34, 0.34, 0.40, 0.33, 0.29, 0.39, 0.30, 0.30, 0.40, 0.24], "homo_lumo_gap_ev": [7.597, 7.126], "lumo_energy_ev": [0.87, 0.64], "multiplicity": 1}

***

Model Q:
{"formula": "C6H10N2O", "method": "ωB97M-V/def2-TZVPD", "elements": ["O", "N", "N", "C", "C", "C", "C", "C", "C", "H", "H", "H", "H", "H", "H", "H", "H", "H", "H"], "xyz": [[4.09, -0.71, 0.32], [2.16, 0.16, -0.23], [1.50, 1.37, -0.35], [-1.24, 0.66, 1.63], [1.49, -1.07, -0.14], [-0.86, 0.65, 0.35], [-1.70, -0.01, -0.68], [0.23, 1.49, -0.16], [3.49, 0.31, 0.13], [0.63, -1.08, -0.73], [-0.97, -0.56, -1.39], [3.82, 1.33, 0.07], [-0.59, 1.04, 2.40], [-2.31, 0.68, -1.21], [-0.23, 2.50, -0.28], [2.14, -1.95, -0.35], [1.19, -1.11, 0.91], [-2.32, -0.84, -0.15], [-1.97, 0.03, 2.13]], "mulliken_charge": [-0.56, 0.49, -0.83, -0.93, -0.84, 0.35, -0.92, 0.00, 0.14, 0.22, 0.25, 0.39, 0.29, 0.32, 0.36, 0.33, 0.36, 0.27, 0.31], "homo_lumo_gap_ev": 9.676, "lumo_energy_ev": 0.76, "smiles": "C=C(C)/C=N\\N(C)C=O", "multiplicity": 1}

***

Model R:
{"formula": "C6H10N2O", "method": "ωB97M-V/def2-TZVPD", "elements": ["O", "N", "N", "C", "C", "C", "C", "C", "C", "H", "H", "H", "H", "H", "H", "H", "H", "H", "H"], "xyz": [[-1.18, -2.30, -0.55], [1.65, -1.25, 0.59], [0.31, -0.93, 0.82], [2.06, -0.38, -0.53], [-1.16, 0.22, -0.25], [-2.49, 0.67, 0.34], [1.37, 0.95, -0.20], [-0.80, -1.25, -0.13], [0.11, 0.51, 0.58], [-1.08, 0.55, -1.29], [-2.54, 0.44, 1.40], [1.73, -2.24, 0.37], [1.71, -0.75, -1.50], [-2.62, 1.74, 0.21], [-0.04, 1.09, 1.49], [2.00, 1.56, 0.44], [-3.30, 0.15, -0.17], [3.15, -0.31, -0.54], [1.12, 1.51, -1.09]], "mulliken_charge": [-0.57, -0.54, -0.01, -0.45, 0.44, -1.58, -0.86, 0.12, -0.07, 0.38, 0.36, 0.27, 0.26, 0.39, 0.45, 0.33, 0.37, 0.37, 0.34], "homo_lumo_gap_ev": 9.311, "lumo_energy_ev": 0.95, "smiles": "C[C@@H]1C(=O)N2NCC[C@@H]12", "multiplicity": 1}

***

Energetically preferred structure: model R | next structure: +33.6 kcal/mol

***

Model P:
{"formula": "C6H7NO4", "method": "ωB97M-V/def2-TZVPD", "elements": ["O", "O", "O", "O", "N", "C", "C", "C", "C", "C", "C", "H", "H", "H", "H", "H", "H", "H"], "xyz": [[-2.23, -0.68, -0.82], [-1.39, 1.23, -1.50], [-1.44, 0.72, 1.61], [-0.57, -1.86, 1.40], [-1.50, 0.28, -0.71], [0.22, -0.81, 0.81], [1.40, 1.18, -0.74], [-0.60, 0.54, 0.50], [1.64, -0.23, -1.09], [1.02, -1.16, -0.39], [0.39, 1.56, 0.05], [-1.61, -0.18, 1.96], [0.07, 2.57, 0.39], [1.85, 2.04, -1.31], [2.13, -0.30, -1.98], [-1.39, -1.94, 0.80], [0.93, -0.67, 1.63], [1.10, -2.30, -0.62]], "mulliken_charge": [-0.65, -0.57, -0.63, -0.60, 1.16, 0.01, -0.11, 0.32, -0.46, -0.44, -0.73, 0.47, 0.34, 0.31, 0.48, 0.42, 0.42, 0.27], "homo_lumo_gap_ev": 9.106, "lumo_energy_ev": -0.12, "smiles": "O=[N+]([O-])[C@]1(O)C=CC=C[C@@H]1O", "multiplicity": 1}

***

Model Q:
{"formula": "C6H7NO4", "method": "ωB97M-V/def2-TZVPD", "elements": ["O", "O", "O", "O", "N", "C", "C", "C", "C", "C", "C", "H", "H", "H", "H", "H", "H", "H"], "xyz": [[-0.23, -0.64, 2.10], [1.04, -1.45, -1.03], [1.19, 0.62, 0.24], [-0.58, 2.27, -1.47], [-0.21, 0.57, 0.18], [-2.26, 0.02, 0.75], [-1.03, 1.19, -0.71], [-0.95, -0.12, 1.09], [-2.34, 0.89, -0.41], [2.06, -1.64, -0.01], [1.82, -0.33, -0.62], [2.82, -2.22, -0.48], [-3.15, -0.46, 1.05], [-3.21, 1.33, -0.95], [0.30, 2.48, -1.10], [1.61, -2.06, 0.92], [0.63, -0.67, 1.77], [2.50, 0.23, -1.31]], "mulliken_charge": [-0.54, -0.38, -0.47, -0.51, 0.31, -0.78, 0.56, 0.30, -0.58, -0.48, 0.21, 0.28, 0.46, 0.35, 0.34, 0.25, 0.31, 0.39], "homo_lumo_gap_ev": 8.023, "lumo_energy_ev": 0.58, "smiles": "Oc1ccc(O)n1O[C@H]1CO1", "multiplicity": 1}

***

Energetically preferred structure: model P | next structure: +3.4 kcal/mol